Entry 1:
{
  "formula": "C20H28F2NO",
  "method": "the ωB97M-V functional and the def2-TZVPD basis",
  "e_tot_ev": -30149.8520,
  "relative_energy_kcal_mol": 157.0,
  "e_homo_ev": -11.251,
  "charge": 1,
  "homo_lumo_gap_ev": 6.6,
  "elements": ["C", "C", "C", "C", "C", "C", "F", "C", "C", "N", "C", "C", "F", "C", "C", "C", "C", "O", "H", "H", "H", "H", "H", "H", "H", "H", "H", "H", "H", "H", "H", "H", "H", "H", "H", "H", "H", "H", "H", "H", "C", "C", "C", "C", "C", "C", "H", "H", "H", "H", "H", "H"],
  "xyz": [[-1.02, 2.63, 4.19], [-0.40, 1.71, 3.33], [0.47, 0.57, 2.53], [0.92, 1.06, 1.01], [2.59, 1.04, 1.11], [3.64, 2.25, 1.43], [5.04, 1.70, 1.46], [3.29, 3.16, 2.75], [2.20, 4.34, 2.36], [3.01, -0.26, 0.81], [1.81, -1.17, 0.50], [0.81, -0.06, -0.18], [1.60, 0.49, -1.31], [-0.65, -0.51, -0.78], [-1.95, 0.03, 0.05], [-2.24, 1.65, -0.10], [-1.41, 2.38, -1.31], [-1.82, 1.99, -2.66], [-1.41, 3.40, 5.02], [1.43, 0.25, 3.17], [-0.21, -0.41, 2.50], [0.56, 2.17, 0.79], [3.63, 3.00, 0.50], [2.98, 2.51, 3.68], [4.29, 3.73, 3.05], [2.77, 5.32, 1.97], [1.65, 4.64, 3.35], [1.45, 4.04, 1.51], [4.00, -0.61, 0.77], [2.11, -2.04, -0.26], [1.46, -1.80, 1.43], [-0.68, -1.70, -0.73], [-0.67, -0.24, -1.92], [-1.95, -0.32, 1.19], [-2.90, -0.51, -0.43], [-1.89, 2.14, 0.93], [-3.41, 1.82, -0.20], [-0.25, 2.29, -1.24], [-1.65, 3.55, -1.21], [-1.03, 2.26, -3.25], [-1.53, -4.04, -4.02], [-2.23, -3.32, -3.05], [-2.89, -3.99, -2.02], [-2.83, -5.38, -1.95], [-2.13, -6.10, -2.92], [-1.48, -5.43, -3.95], [-1.02, -3.51, -4.82], [-2.27, -2.23, -3.10], [-3.44, -3.43, -1.27], [-3.34, -5.91, -1.15], [-2.08, -7.19, -2.86], [-0.93, -5.99, -4.70]]
}

Entry 2:
{
  "formula": "C20H28FN4O3",
  "method": "the ωB97M-V functional and the def2-TZVPD basis",
  "e_tot_ev": -35991.4615,
  "relative_energy_kcal_mol": 416.3,
  "e_homo_ev": -9.955,
  "charge": 1,
  "homo_lumo_gap_ev": 7.0,
  "elements": ["C", "H", "H", "H", "C", "N", "C", "C", "C", "O", "C", "C", "C", "C", "C", "C", "H", "N", "C", "H", "C", "N", "H", "C", "H", "H", "H", "C", "H", "H", "C", "H", "H", "H", "H", "H", "F", "H", "C", "O", "N", "H", "C", "H", "H", "C", "H", "H", "C", "O", "H", "H", "H", "H", "H", "H"],
  "xyz": [[-0.23, -0.47, -4.10], [0.75, -0.21, -3.72], [-0.17, -0.98, -5.14], [-0.53, 0.59, -4.41], [-0.96, -0.93, -3.05], [-1.20, -0.34, -1.82], [-2.28, 0.45, -1.65], [-2.42, 1.46, -0.90], [-1.54, 1.45, 0.26], [-1.78, 2.19, 1.35], [-0.51, 0.37, 0.05], [0.55, 0.42, 1.13], [1.61, -0.22, 1.30], [1.67, -1.27, 0.04], [0.90, -1.11, -0.98], [-0.34, -0.45, -0.81], [0.98, -1.75, -1.63], [2.82, -2.13, 0.08], [4.05, -1.72, 0.46], [4.12, -0.83, 0.80], [4.42, -2.53, 1.88], [4.10, -4.22, 1.69], [4.76, -4.38, 0.89], [4.31, -4.96, 2.95], [4.40, -5.78, 2.44], [5.33, -4.55, 3.24], [3.71, -4.42, 3.83], [2.75, -4.28, 0.96], [2.65, -5.43, 1.06], [1.99, -3.91, 1.90], [2.63, -3.50, -0.33], [1.75, -3.61, -0.64], [3.32, -3.88, -0.96], [5.40, -2.32, 2.39], [3.65, -2.23, 2.73], [4.79, -2.15, -0.28], [2.45, -0.30, 2.17], [0.09, 0.95, 2.20], [-3.75, 2.22, -1.01], [-4.50, 1.90, -1.99], [-4.08, 3.16, 0.11], [-3.29, 3.04, 0.75], [-4.95, 4.05, 0.01], [-5.57, 3.89, -0.79], [-5.52, 3.95, 0.77], [-4.59, 5.70, -0.12], [-5.41, 6.30, -0.20], [-3.92, 5.78, -0.88], [-3.72, 6.04, 0.97], [-2.47, 5.16, 1.14], [-2.06, 5.55, 1.91], [-4.35, 5.81, 1.93], [-3.65, 7.24, 0.93], [-3.05, 0.59, -2.58], [-2.22, -1.16, -3.49], [-0.94, -2.25, -2.86]]
}

Entry 3:
{
  "formula": "C20H28FNO13S",
  "method": "the ωB97M-V functional and the def2-TZVPD basis",
  "e_tot_ev": -62855.1350,
  "e_homo_ev": -10.677,
  "charge": 0,
  "smiles": "O=C1NC(=O)c2c1cccc2S(=O)(=O)F.CCOC(=O)OC.CCOC(=O)OC.CCOC(=O)OC",
  "homo_lumo_gap_ev": 9.6,
  "elements": ["O", "C", "N", "C", "O", "C", "C", "C", "C", "C", "C", "S", "O", "O", "F", "H", "H", "H", "H", "C", "C", "O", "C", "O", "O", "C", "H", "H", "H", "H", "H", "H", "H", "H", "C", "C", "O", "C", "O", "O", "C", "H", "H", "H", "H", "H", "H", "H", "H", "C", "C", "O", "C", "O", "O", "C", "H", "H", "H", "H", "H", "H", "H", "H"],
  "xyz": [[-0.58, -6.60, -2.04], [-0.58, -5.42, -2.16], [0.58, -4.61, -2.13], [0.23, -3.30, -2.57], [0.99, -2.45, -2.89], [-1.27, -3.25, -2.65], [-1.74, -4.53, -2.43], [-3.10, -4.83, -2.45], [-3.98, -3.79, -2.72], [-3.53, -2.49, -2.93], [-2.17, -2.22, -2.89], [-1.65, -0.55, -3.14], [-2.76, 0.31, -2.92], [-0.91, -0.40, -4.34], [-0.67, -0.34, -1.97], [1.08, -4.57, -1.25], [-3.44, -5.83, -2.25], [-5.03, -4.00, -2.75], [-4.23, -1.69, -3.11], [-8.90, 0.47, 0.37], [-7.60, 0.46, -0.41], [-7.24, -0.88, -0.80], [-7.87, -1.35, -1.87], [-8.69, -0.77, -2.54], [-7.44, -2.60, -2.08], [-8.08, -3.26, -3.18], [-8.84, -0.21, 1.22], [-9.11, 1.48, 0.74], [-9.74, 0.16, -0.25], [-6.78, 0.81, 0.21], [-7.66, 1.10, -1.29], [-8.03, -2.65, -4.08], [-9.11, -3.48, -2.93], [-7.53, -4.19, -3.34], [5.23, 3.69, 0.27], [3.83, 3.36, 0.74], [2.93, 3.18, -0.37], [2.99, 1.98, -0.95], [3.70, 1.07, -0.61], [2.13, 1.97, -1.97], [2.13, 0.76, -2.73], [5.21, 4.55, -0.41], [5.87, 3.92, 1.12], [5.66, 2.85, -0.28], [3.42, 4.19, 1.31], [3.81, 2.48, 1.37], [1.99, -0.11, -2.08], [3.05, 0.67, -3.29], [1.29, 0.82, -3.41], [8.42, 4.05, 6.48], [7.02, 3.66, 6.92], [6.15, 3.46, 5.80], [6.28, 2.28, 5.19], [7.02, 1.38, 5.51], [5.42, 2.25, 4.17], [5.47, 1.06, 3.38], [8.38, 4.91, 5.82], [9.04, 4.30, 7.35], [8.90, 3.23, 5.94], [6.57, 4.47, 7.50], [7.04, 2.77, 7.55], [5.37, 0.17, 4.00], [6.41, 1.01, 2.83], [4.65, 1.10, 2.69]]
}

Entry 4:
{
  "formula": "C20H28FNO5S",
  "method": "the ωB97M-V functional and the def2-TZVPD basis",
  "e_tot_ev": -46475.2211,
  "relative_energy_kcal_mol": 0.0,
  "e_homo_ev": -9.542,
  "charge": 0,
  "smiles": "CCOC(=O)C1(C[C@H]2CCCCO2)CCN(S(=O)(=O)c2cccc(F)c2)CC1",
  "homo_lumo_gap_ev": 10.1,
  "elements": ["C", "C", "O", "C", "O", "C", "C", "C", "C", "C", "C", "C", "O", "C", "C", "N", "S", "O", "O", "C", "C", "C", "C", "C", "F", "C", "C", "C", "H", "H", "H", "H", "H", "H", "H", "H", "H", "H", "H", "H", "H", "H", "H", "H", "H", "H", "H", "H", "H", "H", "H", "H", "H", "H", "H", "H"],
  "xyz": [[0.09, -4.74, -1.08], [0.54, -3.73, -0.04], [-0.06, -2.47, -0.34], [0.08, -1.51, 0.58], [0.68, -1.67, 1.61], [-0.66, -0.24, 0.16], [-2.16, -0.59, 0.29], [-3.14, 0.56, 0.07], [-4.52, 0.03, -0.33], [-5.51, 1.19, -0.46], [-5.51, 2.00, 0.83], [-4.08, 2.42, 1.16], [-3.22, 1.30, 1.27], [-0.27, 0.13, -1.28], [1.21, 0.46, -1.35], [1.50, 1.56, -0.47], [2.92, 2.37, -0.75], [3.01, 2.58, -2.17], [2.97, 3.49, 0.13], [4.19, 1.19, -0.27], [4.65, 0.27, -1.20], [5.57, -0.69, -0.81], [6.01, -0.74, 0.51], [5.53, 0.20, 1.41], [5.97, 0.16, 2.68], [4.62, 1.17, 1.04], [1.21, 1.28, 0.92], [-0.26, 0.92, 1.09], [0.54, -5.71, -0.87], [-0.99, -4.84, -1.05], [0.38, -4.41, -2.07], [1.63, -3.62, -0.04], [0.24, -4.03, 0.97], [-2.34, -0.97, 1.30], [-2.38, -1.38, -0.43], [-2.79, 1.23, -0.74], [-4.45, -0.52, -1.27], [-4.87, -0.66, 0.45], [-6.51, 0.81, -0.68], [-5.21, 1.83, -1.29], [-6.14, 2.89, 0.74], [-5.90, 1.38, 1.65], [-4.02, 2.92, 2.13], [-3.71, 3.10, 0.38], [-0.50, -0.70, -1.95], [-0.84, 1.00, -1.60], [1.49, 0.79, -2.36], [1.81, -0.42, -1.08], [4.30, 0.34, -2.22], [5.94, -1.41, -1.52], [6.72, -1.48, 0.83], [4.26, 1.90, 1.74], [1.45, 2.19, 1.48], [1.84, 0.46, 1.29], [-0.44, 0.63, 2.13], [-0.88, 1.78, 0.87]]
}